<1>
# C7H12

C7H12 in the gas phase (ωB97M-V/def2-TZVPD, the Open Molecules 2025 dataset).

Summary:
- lowest unoccupied orbital energy (eV) = 1.22
- HOMO-LUMO gap (eV) = 9.5352
- SMILES = CC[C@H]1C[C@H]2C[C@@H]12
- HOMO level (eV) = -8.311

Last column: natural (NBO) charge in e.
Cartesian coordinates (Å):
1 C 2.59340 0.16513 -0.68115  -0.618
2 C 1.08696 -0.20098 -0.74846  -0.407
3 C 0.24963 0.02540 0.48277  -0.221
4 C -0.73059 1.21473 0.73971  -0.419
5 C -1.87319 0.23332 0.85540  -0.206
6 C -2.06655 -0.54055 -0.37582  -0.424
7 C -0.85296 -0.99464 0.33749  -0.257
8 H 3.13099 -0.21931 -1.55254  0.213
9 H 3.08073 -0.22903 0.22045  0.202
10 H 2.77104 1.26112 -0.67167  0.210
11 H 0.64546 0.27936 -1.62491  0.198
12 H 0.51059 -1.28976 -0.85993  0.233
13 H 0.80804 -0.18304 1.40504  0.207
14 H -0.78799 1.90056 -0.11358  0.199
15 H -0.54244 1.79211 1.64991  0.216
16 H -2.39740 0.05335 1.78016  0.221
17 H -2.86884 -1.26870 -0.32590  0.230
18 H -1.99080 -0.03380 -1.33437  0.201
19 H -0.76608 -1.96529 0.81740  0.224

***

<2>
# C7H12

C7H12 in the gas phase (ωB97M-V/def2-TZVPD, the Open Molecules 2025 dataset).

Summary:
- lowest unoccupied orbital energy (eV) = -2.63
- HOMO-LUMO gap (eV) = 3.2892
- HOMO level (eV) = -5.921

Last column: natural (NBO) charge in e.
Cartesian coordinates (Å):
1 C 1.25357 -0.54365 2.01741  -0.288
2 C 1.05161 -0.99412 0.71503  -0.091
3 C 1.73731 -2.04781 0.18589  -0.334
4 C 0.00825 -0.27127 -0.10376  -0.487
5 C -0.53676 1.03918 0.39498  -0.377
6 C -1.32105 1.71793 -1.01984  -0.470
7 C -1.87092 0.69576 -1.98456  -0.432
8 H -1.30445 1.04293 1.18527  0.188
9 H 0.36716 -0.07532 2.40498  0.214
10 H 2.08803 -0.98483 2.43962  0.203
11 H 1.59831 -2.39608 -0.82740  0.197
12 H 2.27180 -2.80114 0.82315  0.192
13 H 0.28814 0.20629 -1.05075  0.244
14 H -0.89548 -0.89889 -0.23965  0.236
15 H 0.18252 1.89837 0.63233  0.214
16 H -2.89994 0.66163 -1.80948  0.184
17 H -0.29111 2.34722 -1.43978  0.183
18 H -1.46204 0.85808 -2.95596  0.196
19 H -1.87502 2.56568 -0.39329  0.229

***

<3>
# C7H12

C7H12 in the gas phase (ωB97M-V/def2-TZVPD, the Open Molecules 2025 dataset).

Summary:
- lowest unoccupied orbital energy (eV) = 1.22
- HOMO-LUMO gap (eV) = 10.5611
- SMILES = CC[C@H]1C[C@H]2C[C@@H]12
- HOMO level (eV) = -9.345

Last column: natural (NBO) charge in e.
Cartesian coordinates (Å):
1 C 2.64686 0.29452 -0.54935  -0.600
2 C 1.18131 -0.17300 -0.73094  -0.412
3 C 0.22924 -0.07529 0.49035  -0.216
4 C -0.67229 1.17922 0.46369  -0.409
5 C -1.89669 0.30667 0.64316  -0.221
6 C -2.05528 -0.83809 -0.33930  -0.431
7 C -1.13719 -0.97968 0.79349  -0.219
8 H 3.17172 0.32840 -1.51797  0.209
9 H 3.20690 -0.39000 0.09572  0.203
10 H 2.73028 1.29863 -0.11576  0.204
11 H 0.76251 0.42755 -1.55716  0.196
12 H 1.19080 -1.20575 -1.08041  0.206
13 H 0.50863 -0.54638 1.40528  0.233
14 H -0.65021 1.70206 -0.50380  0.195
15 H -0.53924 1.92830 1.25055  0.212
16 H -2.75772 0.62292 1.21652  0.209
17 H -3.01134 -1.34590 -0.27066  0.218
18 H -1.59107 -0.84589 -1.32104  0.207
19 H -1.31721 -1.68831 1.62763  0.216

***

Most stable: <3>